Below is C27H31B2F4N10O5S6Y as an isolated structure at a distorted geometry, with properties calculated with ωB97M-V/def2-TZVPD.

Its strongest force on any atom is 1.64 eV/A. As for the total energy: -4848.18134 Ha. The value obtained for the energy above the lowest of the compared OMol25 structures with the same formula, charge and spin is 148.2 kJ/mol. Its net charge is 0.

CARTESIAN COORDINATES (ANGSTROEM)
Y -1.4259 0.4394 0.5035
C -2.8329 1.6568 4.9148
C -2.1268 1.7144 3.6013
N -2.7026 1.6400 2.4640
O -4.0504 1.5642 2.4511
B -4.5823 1.3509 1.0872
F -3.9740 0.1197 0.5916
F -5.9288 1.2570 1.1356
O -4.1842 2.4199 0.1326
N -2.8492 2.4566 -0.0564
C -2.3501 3.5587 -0.4721
C -3.1724 4.7649 -0.7992
C -0.8686 3.6090 -0.5292
N -0.2659 2.5812 -0.0711
O 1.0889 2.6500 -0.0121
B 1.6515 1.6458 0.9105
F 3.0133 1.6656 0.8102
F 1.1671 0.3322 0.4364
O 1.2222 1.7708 2.2989
N -0.1170 1.5422 2.4239
C -0.6529 1.8534 3.5378
C 0.1028 2.3738 4.7161
C -0.1353 4.8045 -1.0426
H -3.8987 1.5471 4.7367
H -2.6542 2.5509 5.5118
H -2.4756 0.7883 5.4711
H -4.2174 4.5395 -0.6109
H -3.0447 5.0266 -1.8513
H -2.8713 5.6145 -0.1859
H 1.1284 2.5816 4.4270
H 0.1075 1.6328 5.5177
H -0.3641 3.2790 5.1043
H -0.7490 5.6993 -1.0396
H 0.1867 4.5988 -2.0674
H 0.7613 4.9560 -0.4444
S -1.9777 -1.3345 2.5281
C -0.9926 -2.6960 2.1432
N -1.1946 -3.8190 2.7690
N -0.3103 -4.8257 2.7250
C 1.0770 -4.7738 2.8407
C 1.7697 -5.9882 2.8550
C 3.1305 -6.0143 3.0996
C 3.8219 -4.8348 3.3373
C 3.1399 -3.6270 3.3073
C 1.7801 -3.5849 3.0492
N -0.0252 -2.7081 1.1689
N -0.1523 -1.9852 0.1570
C 0.8590 -2.3098 -0.7899
C 0.5724 -2.3454 -2.1489
C 1.5601 -2.6973 -3.0557
C 2.8434 -2.9880 -2.6227
C 3.1384 -2.9410 -1.2654
C 2.1520 -2.6177 -0.3536
H -0.7338 -5.7127 2.9313
H 1.2214 -6.9080 2.6857
H 3.6499 -6.9637 3.1193
H 4.8822 -4.8594 3.5514
H 3.6711 -2.7036 3.4996
H 1.2626 -2.6368 3.0431
H -0.4334 -2.1506 -2.4847
H 1.3204 -2.7311 -4.1114
H 3.6069 -3.2652 -3.3391
H 4.1397 -3.1633 -0.9186
H 2.3591 -2.5795 0.7076
O -5.7455 -0.7234 -6.0912
C -4.9773 -0.4278 -5.2281
S -4.7064 -1.4231 -3.7743
C -3.4733 -0.4398 -3.0334
C -3.1745 0.7945 -3.6989
S -2.1311 1.9200 -3.1267
S -3.9849 1.0410 -5.2454
S -2.6890 -1.1026 -1.7317
C 4.2542 0.8414 -2.3027
N 2.8190 0.7708 -2.1431
C 1.9258 0.9806 -3.1042
S 0.2829 0.7840 -2.6997
N 2.3620 1.3099 -4.3258
C 1.5288 1.5275 -5.4922
H 4.7121 0.6728 -1.3329
H 4.5729 1.8273 -2.6533
H 4.6077 0.0771 -3.0010
H 2.4508 0.5431 -1.2296
H 3.3509 1.4569 -4.4451
H 0.4847 1.4554 -5.2047
H 1.7400 0.7773 -6.2557
H 1.7170 2.5163 -5.9110

These are the Löwdin partial charges, in e, on atoms 1 to 4: 1.333 0.006 -0.295 -0.016

=====

Below is a 3-piece molecular cluster, C19H40BBr2ClN2O6 overall at a distorted geometry, with properties calculated with ωB97M-V/def2-TZVPD.

Its strongest force on any atom is 1.20 eV/A. As for the total energy: -6942.03649 Ha. As for the SMILES: CC[C@H](Cl)[C@@H](OC[C@@H](N)B(O)N(C)C)[C@H](Br)[C@H](C)Br.CCOC(C)=O.CCOC(C)=O. The value obtained for the energy above the lowest of the compared OMol25 structures with the same formula, charge and spin is 0.0 kJ/mol. Its net charge is 0.

CARTESIAN COORDINATES (ANGSTROEM)
C -0.8153 -4.5310 2.0566
C -1.1630 -3.2050 1.3866
C 0.0682 -2.4005 0.9716
Cl 0.5841 -1.3997 2.3868
C -0.2099 -1.4939 -0.2449
O 0.5747 -0.3135 -0.2766
C -0.2308 0.8213 0.0395
C 0.4812 2.1781 0.1612
N -0.5007 3.1384 0.7170
B 1.8506 2.3011 1.0015
O 2.1108 3.5547 1.5737
N 2.8073 1.2547 1.0862
C 3.2930 0.8354 -0.2338
C 3.8735 1.4242 2.0583
C -0.0763 -2.1948 -1.6369
Br -0.4123 -4.1202 -1.6406
C 1.2086 -1.9181 -2.4038
C 1.1594 -2.3756 -3.8627
Br 2.7379 -2.7492 -1.5170
H -0.3876 -4.3640 3.0483
H -0.0766 -5.0824 1.4693
H -1.7046 -5.1535 2.1627
H -1.7377 -2.5965 2.0879
H -1.8002 -3.3937 0.5224
H 0.9300 -3.0394 0.7830
H -1.2595 -1.1802 -0.1738
H -0.7666 0.6378 0.9786
H -0.9953 0.9147 -0.7506
H 0.6865 2.5510 -0.8530
H -1.3007 3.2147 0.0967
H -0.8702 2.7858 1.5946
H 1.7808 3.7154 2.4627
H 4.2248 1.3612 -0.4587
H 3.4745 -0.2366 -0.2959
H 2.5827 1.0966 -1.0135
H 3.4965 1.9021 2.9631
H 4.2690 0.4454 2.3476
H 4.7046 2.0301 1.6732
H -0.8982 -1.8182 -2.2480
H 1.3987 -0.8493 -2.3482
H 1.6843 -1.6558 -4.4920
H 1.6160 -3.3529 -3.9984
H 0.1234 -2.4252 -4.2077
C 1.9437 5.5510 -1.6382
C 3.3488 5.0048 -1.5061
O 3.4164 3.6112 -1.8472
C 3.5662 3.1676 -3.1123
C 3.4883 4.1564 -4.2487
O 3.6866 1.9849 -3.3017
H 1.5935 5.5129 -2.6718
H 1.9161 6.5897 -1.3072
H 1.2616 4.9748 -1.0144
H 4.0691 5.5754 -2.0942
H 3.6702 5.0390 -0.4669
H 2.4510 4.2054 -4.5813
H 4.0917 3.7729 -5.0668
H 3.8174 5.1599 -3.9954
C -5.3729 -2.7851 4.1523
C -4.7496 -2.0679 2.9741
O -4.4365 -2.9608 1.8994
C -5.3314 -3.3223 0.9539
C -6.7906 -2.9790 1.1390
O -4.9371 -3.9511 0.0123
H -6.3350 -3.2265 3.8921
H -5.5294 -2.0866 4.9750
H -4.7140 -3.5825 4.4951
H -5.3715 -1.2450 2.6189
H -3.7860 -1.6442 3.2554
H -7.2738 -3.8198 1.6377
H -7.2338 -2.8683 0.1534
H -6.9747 -2.0803 1.7205

These are the Löwdin partial charges, in e, on atoms 1 to 4: -0.101 -0.340 -0.624 0.671

=====

Below is C13H17MgNS as an isolated structure at a distorted geometry, with properties calculated with ωB97M-V/def2-TZVPD.

Its strongest force on any atom is 3.36 eV/A. As for the total energy: -1158.55682 Ha. The value obtained for the energy above the lowest of the compared OMol25 structures with the same formula, charge and spin is 0.0 kJ/mol. Its net charge is 0.

CARTESIAN COORDINATES (ANGSTROEM)
C 0.7425 1.3703 0.4305
C -2.1007 1.3292 -0.1200
C 1.2800 1.2224 -0.9350
H 1.4557 1.1004 1.2190
C -1.8144 0.6394 -1.2671
H -2.9138 1.0183 0.5563
H 2.2478 1.7747 -1.0060
H -2.4038 -0.2410 -1.5614
C 0.3973 1.8363 -2.0672
H 1.0120 1.7951 -2.9829
H 0.2611 2.9092 -1.8741
C -0.0359 2.6490 0.7013
H 0.5121 3.5115 0.2818
H -0.0618 2.8284 1.7892
C -1.5007 2.6927 0.1618
H -1.5279 3.3401 -0.7324
H -2.1200 3.2038 0.9181
C -0.9590 1.1778 -2.3920
H -1.5449 1.8914 -3.0086
H -0.7340 0.3363 -3.0647
Mg -0.6948 -0.1936 0.3932
H 1.5628 0.1769 -1.1425
S -0.4409 -2.1741 -1.1980
C 0.1653 -2.7184 0.2930
C 0.4262 -4.0891 0.5091
C 1.0330 -4.4840 1.6903
C 1.4598 -3.5036 2.6006
C 1.1255 -2.1646 2.3651
N 0.4027 -1.7971 1.2917
H 0.1297 -4.7697 -0.2873
H 1.1739 -5.5429 1.8952
H 2.0280 -3.7575 3.4923
H 1.4374 -1.3678 3.0508

These are the Löwdin partial charges, in e, on atoms 1 to 4: -0.362 -0.167 -0.274 0.072

=====

Below is a 2-piece molecular cluster, C4H7N overall at a distorted geometry, with properties calculated with ωB97M-V/def2-TZVPD.

Its strongest force on any atom is 5.45 eV/A. As for the total energy: -211.10581 Ha. The value obtained for the energy above the lowest of the compared OMol25 structures with the same formula, charge and spin is 669.1 kJ/mol. Its net charge is 0.

CARTESIAN COORDINATES (ANGSTROEM)
C 2.5190 0.0058 0.1196
C 0.4055 -0.1556 0.1483
C -0.9319 -0.2689 0.3527
C -2.2941 0.3703 0.1895
N -0.3352 -1.5056 -0.0086
H 2.3817 0.7177 0.8867
H 2.9262 -0.9336 0.6749
H 2.8372 0.1283 -0.8852
H -2.6404 0.9600 1.0907
H -2.2628 0.9090 -0.6447
H -2.9857 -0.4096 -0.1013
H -0.2886 -1.8965 -0.9403

These are the Löwdin partial charges, in e, on atoms 1 to 4: 0.095 0.018 -0.317 -0.038